DFT (ωB97M-V with the def2-TZVPD basis set) results for 3 unconnected molecules or ions with the total composition C4H15NO2 at a distorted geometry.

Computed properties:
HOMO level: -8.451 eV
LUMO level: 0.34 eV
Calculated total energy: -366.592889 Ha
Energy relative to the best compared isomer or geometry (same formula, charge and spin): 36.6 kcal/mol
HOMO-LUMO gap: 0.323 Eh
SMILES: CC(C)CN.O.O

Last column: natural (NBO) charge in e.
Element x y z (Å)
C (-0.046, 1.476, -1.034)  -0.213
C (1.068, 0.646, -0.359)  -0.217
C (2.049, 1.683, 0.353)  -0.610
C (0.615, -0.271, 0.759)  -0.636
N (-1.021, 0.668, -1.861)  -0.861
H (0.363, 2.296, -1.682)  0.187
H (-0.488, 1.943, -0.141)  0.180
H (1.712, 0.143, -1.095)  0.187
H (3.040, 1.201, 0.493)  0.203
H (1.728, 1.985, 1.349)  0.201
H (2.148, 2.521, -0.306)  0.203
H (0.188, 0.348, 1.567)  0.204
H (0.035, -1.146, 0.477)  0.230
H (1.598, -0.680, 1.008)  0.201
H (-1.268, -0.191, -1.396)  0.371
H (-0.727, 0.552, -2.821)  0.356
H (-2.213, -1.546, 0.900)  0.509
H (-3.565, -1.436, -0.127)  0.484
O (-2.899, -1.037, 0.443)  -1.010
H (-0.652, -3.067, 1.973)  0.497
H (-0.766, -3.354, 0.391)  0.496
O (-0.899, -2.732, 1.109)  -0.961

---

DFT (ωB97M-V with the def2-TZVPD basis set) results for 15 unconnected molecules or ions with the total composition C38H110N24O15 at a distorted geometry.

Computed properties:
HOMO level: -7.914 eV
LUMO level: -0.12 eV
Calculated total energy: -3956.621023 Ha
Energy relative to the best compared isomer or geometry (same formula, charge and spin): 15.6 kcal/mol
HOMO-LUMO gap: 0.286 Eh

Last column: Löwdin charge in e.
Element x y z (Å)
C (-2.177, -0.503, 1.734)  -0.029
C (-1.625, -0.169, 0.345)  -0.470
C (-2.517, 1.005, -0.234)  -0.078
C (-1.855, 1.752, -1.502)  -0.144
C (-0.475, 2.346, -1.115)  -0.124
C (0.480, 1.205, -0.565)  -0.425
N (-0.200, 0.294, 0.489)  -0.077
O (0.657, -0.564, 1.212)  -0.029
C (1.056, 0.396, -1.689)  -0.043
C (1.656, 1.977, 0.094)  -0.039
C (-1.774, -1.408, -0.580)  -0.045
H (-1.840, -1.454, 2.146)  0.056
H (-3.263, -0.560, 1.665)  0.091
H (-1.780, 0.273, 2.389)  0.086
H (-3.449, 0.478, -0.436)  0.106
H (-2.682, 1.747, 0.547)  0.096
H (-2.505, 2.514, -1.932)  0.094
H (-1.648, 1.084, -2.338)  0.090
H (-0.691, 3.058, -0.319)  0.095
H (-0.146, 2.873, -2.011)  0.092
H (1.837, -0.215, -1.237)  0.059
H (0.344, -0.346, -2.051)  0.065
H (1.452, 1.056, -2.461)  0.086
H (2.337, 1.325, 0.642)  0.046
H (2.114, 2.616, -0.660)  0.084
H (1.296, 2.688, 0.838)  0.078
H (-0.836, -1.952, -0.466)  0.041
H (-1.849, -1.188, -1.645)  0.067
H (-2.687, -1.921, -0.276)  0.079
H (0.854, -0.055, 2.002)  0.031
C (6.123, 3.256, 1.655)  -0.738
O (7.077, 2.986, 0.997)  0.066
N (4.879, 2.725, 1.594)  0.150
N (6.138, 4.033, 2.713)  0.154
H (4.677, 2.206, 0.752)  0.056
H (4.131, 3.233, 2.045)  0.098
H (6.923, 4.584, 3.031)  0.121
H (5.280, 4.074, 3.245)  0.102
C (2.001, -3.468, -2.187)  -0.718
O (2.220, -2.444, -2.836)  -0.015
N (1.329, -3.424, -1.036)  0.192
N (2.320, -4.674, -2.483)  0.201
H (1.171, -2.500, -0.660)  0.085
H (1.307, -4.203, -0.393)  0.109
H (2.824, -4.761, -3.354)  0.139
H (2.203, -5.440, -1.835)  0.131
C (-0.149, -2.842, 5.200)  -0.865
O (0.401, -3.015, 6.265)  0.023
N (-1.166, -3.501, 4.847)  0.174
N (0.126, -1.944, 4.345)  0.199
H (-1.377, -4.211, 5.533)  0.130
H (-1.359, -3.606, 3.861)  0.049
H (-0.692, -1.682, 3.814)  0.086
H (0.900, -1.309, 4.481)  0.064
C (2.552, 0.312, 3.956)  -0.693
O (1.395, 0.564, 3.636)  0.013
N (3.064, -0.257, 5.084)  0.178
N (3.530, 0.593, 3.178)  0.181
H (2.502, -0.591, 5.853)  0.108
H (4.069, -0.289, 5.175)  0.106
H (3.375, 1.136, 2.340)  0.072
H (4.413, 0.609, 3.669)  0.117
C (5.017, 1.985, -1.979)  -0.728
O (4.663, 1.381, -0.996)  -0.005
N (4.479, 1.862, -3.143)  0.198
N (6.085, 2.785, -2.041)  0.184
H (4.933, 2.181, -3.987)  0.122
H (3.620, 1.358, -3.313)  0.093
H (6.601, 2.870, -1.176)  0.080
H (6.509, 3.047, -2.919)  0.111
C (2.405, -0.305, -5.399)  -0.777
O (2.406, 0.457, -6.350)  0.017
N (1.366, -0.741, -4.713)  0.151
N (3.446, -0.727, -4.742)  0.156
H (0.440, -0.494, -5.032)  0.121
H (1.536, -1.487, -4.053)  0.029
H (4.393, -0.587, -5.063)  0.122
H (3.214, -1.186, -3.872)  0.069
C (-1.754, -4.958, 1.435)  -0.809
O (-1.971, -4.525, 2.527)  0.045
N (-1.199, -4.190, 0.567)  0.190
N (-2.092, -6.113, 1.003)  0.197
H (-1.205, -4.532, -0.383)  0.090
H (-1.041, -3.227, 0.829)  0.087
H (-1.806, -6.452, 0.096)  0.120
H (-2.636, -6.654, 1.661)  0.133
C (-3.474, 4.554, 2.582)  -0.764
O (-3.932, 5.573, 2.051)  -0.011
N (-4.191, 3.898, 3.464)  0.172
N (-2.305, 4.062, 2.264)  0.186
H (-3.766, 3.186, 4.042)  0.066
H (-5.173, 4.094, 3.335)  0.118
H (-1.809, 4.567, 1.543)  0.070
H (-1.857, 3.276, 2.713)  0.102
C (-0.350, 6.433, -3.618)  -0.824
O (0.827, 6.660, -3.642)  0.044
N (-1.243, 7.337, -3.877)  0.175
N (-0.858, 5.259, -3.387)  0.177
H (-2.201, 7.021, -3.839)  0.106
H (-1.097, 8.306, -4.120)  0.125
H (-0.288, 4.435, -3.510)  0.115
H (-1.866, 5.233, -3.453)  0.108
C (2.071, 5.872, -0.009)  -0.064
C (0.977, 6.824, 0.445)  -0.402
C (0.785, 8.166, -0.307)  -0.189
O (-0.401, 8.831, 0.035)  -0.187
C (-0.976, 9.898, -0.726)  -0.085
N (-0.263, 6.017, 0.419)  0.046
H (3.081, 6.275, -0.089)  0.073
H (1.774, 5.574, -1.015)  0.074
H (2.390, 5.068, 0.655)  0.058
H (1.100, 7.006, 1.513)  0.132
H (0.729, 7.841, -1.345)  0.103
H (1.677, 8.781, -0.190)  0.127
H (-0.419, 10.717, -1.182)  0.084
H (-1.779, 10.303, -0.109)  0.088
H (-1.486, 9.432, -1.569)  0.063
H (-0.515, 5.937, -0.556)  0.055
H (-0.974, 6.651, 0.754)  0.068
C (3.921, -1.686, 0.222)  -0.058
C (5.361, -2.093, 0.008)  -0.464
C (5.509, -3.523, -0.427)  -0.138
O (6.909, -4.007, -0.452)  -0.151
C (7.747, -3.572, 0.540)  -0.177
N (6.012, -1.124, -0.895)  0.079
H (3.429, -1.398, -0.708)  0.057
H (3.891, -0.844, 0.913)  0.066
H (3.394, -2.542, 0.643)  0.075
H (5.794, -1.945, 0.998)  0.123
H (4.901, -3.712, -1.312)  0.116
H (4.958, -3.994, 0.387)  0.112
H (7.982, -2.507, 0.532)  0.072
H (8.692, -4.111, 0.477)  0.091
H (7.497, -3.713, 1.591)  0.086
H (6.977, -1.055, -0.605)  0.057
H (5.552, -0.233, -0.776)  0.016
C (-4.983, -2.838, -3.104)  -0.060
C (-5.299, -3.548, -1.816)  -0.395
C (-6.495, -4.520, -1.891)  -0.200
O (-7.762, -3.896, -1.798)  -0.179
C (-8.908, -4.657, -1.807)  -0.134
N (-4.058, -4.213, -1.335)  0.069
H (-5.866, -2.275, -3.406)  0.088
H (-4.678, -3.471, -3.937)  0.062
H (-4.140, -2.169, -2.930)  0.064
H (-5.540, -2.783, -1.078)  0.140
H (-6.386, -5.293, -1.130)  0.113
H (-6.465, -5.165, -2.769)  0.117
H (-9.865, -4.156, -1.662)  0.089
H (-8.809, -5.321, -0.948)  0.085
H (-9.030, -5.249, -2.715)  0.086
H (-4.199, -4.419, -0.356)  0.072
H (-3.811, -4.986, -1.935)  0.031
C (-1.318, -3.378, -3.329)  -0.079
C (-1.021, -4.475, -4.276)  -0.436
C (-2.308, -5.395, -4.432)  -0.111
O (-2.402, -6.316, -3.284)  -0.221
C (-3.523, -7.162, -3.278)  -0.124
N (-0.581, -3.960, -5.553)  0.056
H (-2.264, -2.948, -3.656)  0.071
H (-0.557, -2.628, -3.113)  0.061
H (-1.452, -3.692, -2.293)  0.049
H (-0.195, -5.057, -3.867)  0.119
H (-2.351, -5.993, -5.342)  0.117
H (-3.243, -4.838, -4.490)  0.095
H (-4.321, -6.592, -2.804)  0.057
H (-3.462, -7.962, -2.540)  0.087
H (-3.795, -7.617, -4.231)  0.096
H (0.325, -3.557, -5.360)  0.060
H (-0.226, -4.806, -5.973)  0.071
C (-0.475, 0.921, 6.597)  -0.073
C (-1.532, 1.565, 5.720)  -0.387
C (-2.772, 0.574, 5.578)  -0.214
O (-3.713, 1.211, 4.774)  -0.251
C (-4.982, 0.456, 4.605)  -0.031
N (-1.937, 2.794, 6.432)  0.036
H (-0.860, 0.518, 7.533)  0.085
H (0.286, 1.662, 6.842)  0.083
H (-0.056, 0.049, 6.094)  0.045
H (-1.139, 1.821, 4.736)  0.119
H (-3.198, 0.340, 6.553)  0.125
H (-2.388, -0.373, 5.197)  0.109
H (-5.651, 0.999, 3.938)  0.084
H (-5.440, 0.308, 5.583)  0.083
H (-4.694, -0.518, 4.208)  0.080
H (-2.893, 2.984, 6.169)  0.046
H (-1.964, 2.746, 7.440)  0.067

---

DFT (ωB97M-V with the def2-TZVPD basis set) results for a molecular structure, C4H11N2O2 at a distorted geometry.

Computed properties:
HOMO level: -4.104 eV
LUMO level: 3.90 eV
Calculated total energy: -418.997366 Ha
Net charge: -1
Energy relative to the best compared isomer or geometry (same formula, charge and spin): 58.8 kcal/mol
HOMO-LUMO gap: 0.294 Eh

Last column: natural (NBO) charge in e.
Element x y z (Å)
C (-1.149, 1.755, 0.850)  0.479
N (-1.558, 1.093, -0.246)  -0.709
C (-2.855, 0.490, 0.026)  -0.429
O (-1.622, 1.633, 1.998)  -0.736
H (-0.192, 2.304, 0.805)  0.086
H (-0.854, 0.152, -0.912)  0.478
H (-3.498, 1.239, 0.566)  0.185
H (-2.730, -0.390, 0.702)  0.170
H (-3.344, 0.165, -0.911)  0.173
C (0.873, -1.212, -0.951)  -0.032
O (-0.072, -0.458, -1.612)  -0.845
C (1.919, -0.374, -0.143)  -0.267
N (3.023, -1.126, 0.455)  -0.856
H (0.332, -1.969, -0.336)  0.122
H (1.465, -1.777, -1.734)  0.122
H (2.188, 0.391, -0.887)  0.187
H (1.298, 0.135, 0.613)  0.174
H (3.912, -0.736, 0.328)  0.349
H (2.863, -1.315, 1.389)  0.350